Density functional theory data (ωB97M-V with the def2-TZVPD basis set) for 2 unconnected molecules or ions with the total composition C15H25F3N2O4P2S2.

Each line ends with the Löwdin charge.
Element x y z (Å)
C  -3.8882  0.9795  0.9049  0.110
C  -2.8670  0.3022  0.9262  -0.187
C  -1.5043  -0.5198  0.8597  -0.613
S  -1.9380  -1.9267  1.9694  0.854
N  -0.5538  0.5421  1.2904  -0.244
P  -0.8198  1.6756  2.6353  0.437
S  0.5794  1.2887  3.9578  0.142
C  0.5809  0.7447  0.6474  -0.003
C  0.6524  -0.4086  -0.4702  -0.361
C  1.4315  0.0461  -1.8233  -0.100
C  2.9254  -0.4851  -1.9261  -0.332
O  3.8366  0.2778  -1.6146  0.032
P  1.9637  -1.5272  0.3317  0.999
C  1.3470  -2.6641  1.6755  -0.278
O  2.9537  -0.4196  1.2134  -0.285
C  -0.8872  -0.8167  -0.6036  -0.253
C  -1.6431  0.1720  -1.6464  -0.162
N  -2.9937  -0.3592  -2.0517  -0.126
C  -3.9523  0.7528  -2.3472  -0.131
C  -1.2503  -2.2203  -1.2748  -0.104
O  -0.3430  -3.2978  -0.9039  -0.040
C  -0.8502  -4.5353  -1.2696  -0.538
F  -1.1220  -4.6516  -2.6223  0.136
F  0.1428  -5.4845  -0.9914  0.110
F  -1.9478  -4.9257  -0.4840  0.104
H  -4.5917  1.8477  0.9152  0.083
H  -1.5131  -3.0903  1.3393  -0.099
H  -2.0586  1.4345  3.3262  0.006
H  -0.6720  3.0322  2.2186  0.020
H  1.3583  1.5597  0.8798  0.137
H  1.3733  1.1681  -1.9260  0.143
H  0.9016  -0.3938  -2.7375  0.115
H  3.1716  -1.5163  -2.3191  0.116
H  0.8399  -2.0277  2.4762  0.027
H  2.2756  -3.0858  2.1957  0.066
H  0.7449  -3.5548  1.3538  0.031
H  3.2947  -0.9668  1.9526  0.064
H  -1.6895  1.2390  -1.2771  0.135
H  -1.0858  0.2297  -2.6441  0.129
H  -2.9052  -0.8597  -2.9473  0.101
H  -3.6924  1.7363  -1.8643  0.079
H  -4.9657  0.4495  -1.9130  0.085
H  -4.0823  0.8137  -3.4700  0.089
H  -1.2300  -2.1725  -2.4128  0.149
H  -2.2804  -2.5196  -0.8858  0.141
C  4.0097  3.9583  1.6215  -0.143
C  2.6669  4.5989  1.2155  -0.579
O  2.0574  3.7717  0.3460  -0.358
H  4.6679  3.8162  0.7592  0.057
H  4.5372  4.6088  2.3332  0.049
H  3.8653  2.9889  2.1101  0.045
H  2.9285  5.6176  0.8653  0.076
H  2.1527  4.8178  2.1746  0.069

Atoms 1-2, force components in eV/Å:
1.546 0.387 0.239
-0.148 -0.191 -1.092

LUMO energy: -1.59 eV
HOMO level: -5.6959 eV
maximum force: 3.78 eV Å⁻¹
net charge: 0
frontier orbital gap: 4.10 eV

=====

Density functional theory data (ωB97M-V with the def2-TZVPD basis set) for 3 unconnected molecules or ions with the total composition C15H25IO11S.

Each line ends with the Löwdin charge.
Element x y z (Å)
C  0.1913  -3.3416  0.2648  -0.193
C  -0.9631  -2.4186  -0.4472  -0.701
I  0.1415  -1.0568  -1.8284  0.757
C  -2.0787  -3.2720  -1.3168  -0.177
C  -3.1334  -4.1315  -0.3464  -0.340
C  -3.6282  -3.3405  1.0005  -0.100
C  -4.6970  -2.1252  0.7451  -0.214
O  -4.7574  -1.6218  -0.6355  -0.144
C  -2.3331  -5.5841  -0.1294  -0.152
O  -3.0629  -6.8419  -0.4570  -0.226
S  -4.6859  -6.2293  -0.4844  0.894
O  -5.1197  -6.4890  0.9958  -0.337
O  -5.7035  -7.0904  -1.2702  -0.302
O  -4.3977  -4.6188  -0.9928  -0.221
H  0.3444  -4.3991  -0.2427  0.084
H  -0.1176  -3.5774  1.3914  0.088
H  1.2556  -2.8448  0.3166  0.056
H  -1.4409  -1.7229  0.3833  0.089
H  -2.6639  -2.4579  -1.9648  0.113
H  -1.5464  -3.9685  -2.1222  0.135
H  -4.1924  -4.1453  1.6752  0.128
H  -2.7379  -2.9433  1.6850  0.126
H  -5.7998  -2.4157  1.0866  0.138
H  -4.3911  -1.1914  1.4226  0.137
H  -5.3999  -2.1977  -1.1805  0.123
H  -1.8170  -5.6381  0.9427  0.154
H  -1.3706  -5.7105  -0.8237  0.133
C  3.3231  2.5061  -0.8262  -0.021
C  4.0977  1.3609  -0.2059  -0.345
C  5.2930  0.9459  -1.0092  -0.115
O  5.4447  -0.4151  -0.6489  0.064
C  4.1959  -0.8647  -0.3206  -0.511
O  3.9028  -2.0383  -0.1689  0.116
O  3.3181  0.1754  -0.1918  0.043
H  2.4217  2.7170  -0.2411  0.080
H  3.9311  3.4143  -0.8754  0.086
H  2.9857  2.2526  -1.8374  0.101
H  4.3674  1.6006  0.8292  0.161
H  6.1890  1.5185  -0.7520  0.144
H  5.1326  1.0001  -2.0918  0.144
C  1.3963  8.1240  1.7105  -0.021
C  1.1032  7.0282  0.7059  -0.351
C  1.3032  5.6479  1.2546  -0.111
O  1.6074  4.8989  0.0920  0.038
C  2.1902  5.7726  -0.7835  -0.499
O  2.7765  5.4426  -1.8002  0.133
O  2.0341  7.0645  -0.3644  0.091
H  1.3088  9.1078  1.2371  0.090
H  0.7060  8.0789  2.5580  0.092
H  2.4225  8.0501  2.0873  0.092
H  0.0991  7.1564  0.2852  0.163
H  0.4057  5.2585  1.7443  0.146
H  2.1498  5.5705  1.9459  0.144

Atoms 1-2, force components in eV/Å:
0.199 -0.752 0.885
0.192 -0.998 0.950

LUMO energy: -0.22 eV
SMILES: C[C@@H](I)C[C@]1(CCO)COS(=O)(=O)O1.C[C@@H]1COC(=O)O1.C[C@@H]1COC(=O)O1
HOMO level: -9.3903 eV
maximum force: 8.08 eV Å⁻¹
net charge: 0
frontier orbital gap: 9.17 eV

=====

Density functional theory data (ωB97M-V with the def2-TZVPD basis set) for a molecular structure, C15H25N5O5Yb.

Each line ends with the Löwdin charge.
Element x y z (Å)
O  -0.2546  2.9144  -0.0197  -0.396
H  0.0228  3.7622  0.3466  0.029
Yb  -0.0546  0.3032  -0.1991  1.598
N  -0.9143  -0.0960  -2.4650  -0.081
N  1.2868  -1.2416  -1.6898  -0.043
O  -2.1276  0.4035  -2.8386  -0.064
O  2.5597  -1.8717  -1.4425  -0.072
C  -0.3838  -0.9941  -3.2963  -0.254
C  0.8413  -1.6297  -2.8827  -0.258
C  -1.0859  -1.4690  -4.5169  -0.009
C  1.5222  -2.6399  -3.7351  0.000
H  -1.9384  -0.8360  -4.7685  0.085
H  -1.4643  -2.4921  -4.3492  0.107
H  -0.4217  -1.5312  -5.3848  0.098
H  2.2175  -3.2043  -3.1197  0.081
H  2.0910  -2.1884  -4.5547  0.114
H  0.8054  -3.3324  -4.1871  0.093
H  -2.1825  1.3157  -2.3386  0.040
H  2.9729  -1.2435  -0.8229  0.101
O  -1.3929  -1.7661  0.1218  -0.101
H  -2.3343  -1.7671  -0.1005  0.084
H  -1.1127  -2.6885  -0.0546  0.090
C  1.4896  1.6841  -1.2048  -0.290
H  0.8214  2.5618  -0.7561  -0.091
H  1.4294  1.8100  -2.2810  -0.040
H  2.5012  1.7348  -0.7844  -0.038
O  -2.1371  2.7175  -1.7584  -0.081
H  -1.4852  2.8352  -0.9691  0.002
H  -1.6704  3.1351  -2.4844  0.072
N  0.7385  0.9517  3.2526  0.124
C  -0.5471  1.4420  2.9784  -0.284
C  -1.0985  2.4709  3.7720  0.015
C  -2.2971  3.0392  3.3790  -0.028
C  -2.8771  2.6348  2.1807  -0.038
C  -2.2901  1.5921  1.4972  -0.164
N  -1.1634  0.9938  1.8861  -0.010
C  1.2411  -0.3276  2.9382  -0.275
C  1.8792  -1.0474  3.9778  0.016
C  2.3040  -2.3513  3.7397  -0.032
C  2.1190  -2.9027  2.4636  -0.035
C  1.5033  -2.1097  1.4839  -0.128
N  1.0965  -0.8285  1.7069  0.020
H  1.1206  1.2983  4.1213  0.135
H  -0.5624  2.7209  4.6796  0.117
H  -2.7593  3.8009  3.9822  0.118
H  -3.7737  3.0902  1.7991  0.117
H  -2.6869  1.2579  0.5369  0.108
H  1.9522  -0.5548  4.9518  0.124
H  2.7644  -2.9461  4.5281  0.122
H  2.4163  -3.9197  2.1985  0.118
H  1.3193  -2.4908  0.4821  0.082

Atoms 1-2, force components in eV/Å:
-2.590 0.554 1.404
-0.364 -0.143 0.199

LUMO energy (spin up / spin down): -3.26 / -3.30 eV
HOMO level (spin up / spin down): -9.3225 / -9.2169 eV
2S+1: 2
ΔE to the lowest compared entry with this formula, charge and spin: 0.0000 eV
maximum force: 3.17 eV Å⁻¹
net charge: +1
frontier orbital gap (spin up / spin down): 6.06 / 5.92 eV